Record 1
{"formula": "C15H20ClOTm", "method": "wB97M-V/def2-TZVPD", "species": ["Tm", "C", "C", "C", "H", "C", "C", "H", "H", "H", "H", "C", "C", "C", "H", "C", "C", "H", "H", "H", "H", "O", "C", "C", "C", "C", "C", "H", "H", "H", "H", "H", "H", "H", "H", "H", "H", "Cl"], "positions_angstrom": [[0.05120, -0.69389, 0.49319], [2.18931, 0.24798, 1.67292], [2.60416, -0.62560, 0.60605], [2.38768, 0.07503, -0.62927], [3.07584, -1.60695, 0.70875], [1.86132, 1.36557, -0.32596], [1.73276, 1.46422, 1.09164], [1.39282, 2.34232, 1.63465], [2.26505, 0.02052, 2.73823], [2.71605, -0.26305, -1.62089], [1.68644, 2.15372, -1.05563], [-2.44897, 0.14064, 1.10137], [-1.70105, 1.30622, 1.47916], [-1.28238, 1.96473, 0.28834], [-1.53756, 1.65511, 2.50226], [-1.75473, 1.21959, -0.82740], [-2.46414, 0.08029, -0.33478], [-3.03433, -0.62530, -0.94357], [-2.96621, -0.53766, 1.77569], [-0.75074, 2.91356, 0.22680], [-1.71842, 1.54207, -1.87001], [0.31632, -1.96986, -1.03160], [-0.32047, -0.44103, -4.16727], [0.32449, -1.72878, -3.76291], [0.49958, 0.77980, -4.19054], [-1.78149, -0.38563, -4.29544], [0.48852, -2.49457, -2.33224], [1.35490, -1.71263, -4.16937], [-0.17916, -2.51003, -4.36537], [-0.18008, -3.37152, -2.38195], [1.52801, -2.86428, -2.34449], [0.54981, 1.23560, -5.19321], [1.53508, 0.57676, -3.86984], [0.09576, 1.55714, -3.51046], [-2.12806, -0.57983, -5.31821], [-2.17897, 0.59562, -4.00603], [-2.25749, -1.13755, -3.64858], [-0.25048, -2.10401, 2.45735]], "forces_ev_per_a": [[-0.30, 1.89, -1.84], [0.45, -0.02, -0.50], [0.30, 0.93, -0.17], [0.68, 0.36, 0.69], [-0.40, 0.36, -0.02], [0.48, -0.84, 0.42], [0.46, -0.41, -0.20], [-0.09, -0.29, -0.09], [-0.18, 0.08, -0.40], [-0.57, 0.04, 0.53], [-0.27, -0.31, 0.20], [0.14, 0.54, -0.70], [-0.24, -0.33, -0.37], [-0.67, -0.51, -0.09], [0.06, -0.21, -0.37], [-0.20, -0.11, 0.57], [-0.09, 0.56, 0.67], [0.41, 0.16, 0.22], [0.28, 0.09, -0.15], [0.00, -0.38, 0.05], [0.33, -0.37, 0.34], [-0.70, 0.39, -1.03], [1.14, -1.28, 1.43], [-0.13, 0.48, -0.55], [-0.16, -0.04, 0.22], [0.20, -0.06, 0.47], [0.01, -0.39, 0.75], [0.02, 0.01, 0.22], [0.03, -0.43, 0.12], [0.11, -0.02, -0.17], [-0.03, -0.22, -0.26], [0.17, 0.54, -0.36], [-0.25, 0.09, -0.10], [0.18, 0.43, 0.02], [-0.62, -0.04, -0.70], [-0.24, 0.15, 0.03], [-0.19, 0.11, -0.10], [-0.14, -0.95, 1.23]], "mulliken_spin": [2.00, 0.00, 0.00, 0.00, 0.00, 0.00, 0.00, 0.00, 0.00, 0.00, 0.00, 0.00, 0.00, 0.00, 0.00, 0.00, 0.00, 0.00, 0.00, 0.00, 0.00, 0.00, 0.00, 0.00, 0.00, 0.00, 0.00, 0.00, 0.00, 0.00, 0.00, 0.00, 0.00, 0.00, 0.00, 0.00, 0.00, 0.00], "multiplicity": 3, "charge": -2, "relative_energy_kj_mol": 0.00, "homo_lumo_gap_ev": [2.820, 2.823], "e_lumo_ev": [5.11, 5.11]}

Record 2
{"formula": "C15H20F3N6O4", "method": "wB97M-V/def2-TZVPD", "species": ["O", "O", "O", "F", "F", "F", "N", "O", "C", "C", "C", "C", "C", "C", "C", "C", "C", "N", "N", "N", "N", "N", "C", "C", "C", "C", "C", "C", "H", "H", "H", "H", "H", "H", "H", "H", "H", "H", "H", "H", "H", "H", "H", "H", "H", "H", "H", "H"], "positions_angstrom": [[-2.78837, -5.58749, 3.62358], [4.11682, 4.98179, 0.56391], [1.97238, 2.09501, -2.89615], [-0.39427, -3.02862, -0.14209], [-1.28062, -3.48445, -2.10227], [-1.69109, -1.55031, -1.11025], [-3.97323, -3.36656, -0.65228], [-4.81673, -4.09558, 0.24453], [-3.95034, -5.86751, 3.37301], [2.95486, 5.34298, 0.43827], [1.62979, 3.05898, -2.21955], [-2.73757, -3.49853, -0.22948], [-2.74086, -4.31691, 0.96433], [1.73683, -0.23199, -0.33027], [-4.03290, -4.65013, 1.21421], [2.57383, 0.84947, -0.30756], [3.68668, -0.84447, -1.19230], [-4.58048, -5.42550, 2.22822], [2.44639, -1.28271, -0.88337], [0.64636, 3.88217, -2.60511], [2.05700, 4.64140, -0.26032], [3.78718, 0.45552, -0.84403], [-4.73451, -6.71242, 4.36073], [2.47191, 6.60893, 1.10668], [-1.51685, -2.88507, -0.90487], [-0.13028, 3.70400, -3.83330], [2.20719, 2.23981, 0.15417], [2.38027, 3.35159, -0.90353], [-1.87592, -4.61241, 1.54675], [0.70143, -0.24780, -0.00706], [4.46421, -1.43129, -1.67450], [-5.56713, -5.64096, 2.14046], [2.07561, -2.21273, -1.06153], [0.44820, 4.69047, -2.04171], [1.10895, 4.98078, -0.26250], [4.58316, 1.06425, -1.00191], [-4.12183, -6.93293, 5.23993], [-5.63011, -6.17631, 4.68454], [-5.03091, -7.65526, 3.89400], [2.12809, 7.31502, 0.35329], [1.66431, 6.37514, 1.79805], [3.30003, 7.05181, 1.66072], [-0.88730, 4.48540, -3.92250], [0.53151, 3.74797, -4.70208], [-0.62324, 2.72894, -3.82355], [1.16843, 2.23173, 0.48941], [2.82866, 2.47596, 1.02096], [3.43446, 3.37880, -1.18569]], "forces_ev_per_a": [[-0.70, 0.01, -0.70], [-0.37, -0.33, -0.30], [0.02, 0.04, 0.53], [-0.67, 0.09, -0.50], [0.04, 0.72, 0.99], [0.37, -0.99, 0.00], [-0.13, -0.02, -0.05], [1.29, 0.15, 0.13], [1.85, 0.11, 1.26], [1.85, 0.79, 1.17], [0.23, -0.29, -0.38], [-1.49, -1.36, 1.86], [1.46, 0.22, -0.02], [0.53, 0.62, -0.01], [0.89, 0.48, -0.62], [-1.00, 0.27, 0.00], [-0.39, 0.10, -0.02], [-1.32, 0.24, -0.87], [0.91, 0.85, -0.11], [-0.46, 0.53, 0.33], [-0.98, -1.18, -1.35], [-0.98, -1.18, 0.07], [-0.39, 0.11, -0.42], [0.04, -0.11, -0.12], [-0.80, 0.00, -0.49], [0.27, -0.29, -0.07], [0.36, -0.55, -0.25], [-0.09, 0.60, 0.40], [-0.33, 0.08, -0.10], [0.32, -0.39, -0.20], [-0.28, 0.18, 0.23], [0.18, 0.06, -0.07], [0.25, 0.25, 0.05], [0.01, -0.01, -0.19], [0.01, -0.16, 0.12], [-0.10, -0.28, -0.03], [0.00, 0.21, -0.41], [-0.05, -0.13, -0.05], [-0.10, 0.07, 0.04], [-0.15, 0.11, 0.04], [-0.14, 0.12, 0.01], [-0.12, -0.13, -0.13], [0.21, -0.08, 0.19], [-0.10, -0.03, 0.09], [0.07, 0.12, -0.03], [0.05, -0.16, 0.01], [-0.02, 0.27, -0.07], [-0.04, 0.28, 0.03]], "mulliken_charge": [-0.57, -0.62, -0.67, -0.30, -0.24, -0.25, -0.48, -0.21, 0.74, 0.69, 0.16, -0.30, 0.33, -0.42, -0.04, 0.17, -0.26, -0.10, 0.08, -0.10, -0.27, 0.08, -1.19, -1.20, 0.91, -0.88, -1.10, 0.49, 0.47, 0.46, 0.41, 0.24, 0.22, 0.15, 0.25, 0.27, 0.31, 0.34, 0.33, 0.33, 0.35, 0.33, 0.36, 0.29, 0.28, 0.33, 0.43, 0.39], "charge": 1, "relative_energy_kj_mol": 0.00, "homo_lumo_gap_ev": 8.734, "e_lumo_ev": -2.68}

Record 3
{"formula": "C15H20F5O2TeW", "method": "wB97M-V/def2-TZVPD", "species": ["W", "C", "C", "C", "H", "C", "C", "H", "H", "H", "H", "C", "C", "C", "H", "C", "C", "H", "H", "H", "H", "O", "C", "C", "C", "C", "C", "H", "H", "H", "H", "H", "H", "H", "H", "H", "H", "F", "Te", "F", "F", "F", "F", "O"], "positions_angstrom": [[-0.46009, -0.46868, -0.31162], [-1.92006, -0.01418, -1.85068], [-1.32017, 1.27250, -1.59380], [0.08033, 1.18377, -1.87985], [-1.84076, 2.15727, -1.25396], [0.36113, -0.15145, -2.33968], [-0.88198, -0.89563, -2.34599], [-1.02499, -1.91857, -2.68142], [-2.97355, -0.25026, -1.78231], [0.78104, 2.01500, -1.88436], [1.31661, -0.48823, -2.73401], [-0.32420, -1.70366, 1.82048], [-0.50087, -2.51174, 0.63068], [0.70266, -2.37317, -0.16964], [-1.33742, -3.16731, 0.41578], [1.57229, -1.43157, 0.49703], [0.93020, -1.03057, 1.72628], [1.36084, -0.36762, 2.46998], [-1.02821, -1.62352, 2.63637], [0.94334, -2.94062, -1.06287], [2.59299, -1.18988, 0.20959], [0.61541, 1.80089, 1.09567], [4.01804, 2.25112, 0.30672], [2.85951, 3.26932, 0.59688], [3.81622, 1.56229, -0.97817], [4.24869, 1.39797, 1.49901], [1.24346, 2.95023, 0.88562], [2.84620, 3.96151, -0.22560], [3.15025, 3.81853, 1.47225], [1.01105, 3.37760, 1.86409], [0.67881, 3.48618, 0.10417], [4.74197, 1.52650, -1.58663], [3.10197, 2.06949, -1.63744], [3.50068, 0.50635, -0.94760], [5.24153, 1.56909, 1.93871], [4.20310, 0.29848, 1.35910], [3.56179, 1.62278, 2.32336], [-3.63181, 2.61177, 2.89521], [-3.35304, 0.99442, 1.92154], [-3.94664, 1.79044, 0.28475], [-3.20671, -0.67933, 0.94642], [-2.86006, 0.02776, 3.49878], [-5.15689, 0.51249, 2.25714], [-1.62555, 1.43595, 1.56759]], "forces_ev_per_a": [[2.60, 2.90, 3.70], [-0.73, -0.19, -0.45], [1.03, -0.61, -0.60], [-0.94, -0.14, -0.90], [0.15, -0.26, 0.38], [-0.04, 0.67, -0.35], [-0.06, -0.03, -0.49], [0.02, 0.30, 0.00], [0.16, 0.07, -0.05], [-0.14, -0.38, 0.51], [-0.22, 0.06, 0.33], [0.43, -0.20, -1.56], [0.00, -0.43, 0.69], [-0.38, 0.18, 0.40], [0.22, 0.05, 0.20], [-0.73, -0.18, 0.67], [0.08, -0.76, -0.97], [-0.35, 0.14, -0.45], [-0.10, 0.26, -0.23], [-0.10, 0.16, 0.20], [-0.48, 0.16, -0.04], [1.17, -3.29, -0.95], [-4.03, 0.22, 0.97], [1.04, -0.84, -0.27], [0.87, -0.41, -1.96], [1.06, -0.70, 1.17], [-0.70, 0.07, 0.28], [-0.08, 0.51, -0.49], [0.21, 0.43, 0.55], [0.68, 1.60, 0.07], [0.44, 0.73, -0.34], [-0.04, -0.02, 0.16], [0.01, 0.08, 0.26], [-0.08, 0.23, 0.46], [0.13, -0.01, -0.02], [-0.06, 0.47, -0.35], [-0.11, 0.07, -0.28], [-0.67, -0.78, -0.17], [2.17, 0.14, -0.68], [-0.63, -0.23, 0.54], [-0.79, 0.45, 0.62], [-0.86, 0.16, -0.19], [0.99, 0.37, -0.09], [-1.14, -1.02, -0.30]], "mulliken_spin": [0.76, 0.02, -0.08, 0.11, 0.00, -0.04, 0.01, 0.01, 0.00, 0.00, 0.00, 0.06, -0.03, -0.01, 0.00, -0.01, 0.01, 0.00, 0.01, 0.01, -0.01, 0.19, 0.80, -0.05, -0.06, -0.02, 0.09, 0.02, 0.02, 0.01, 0.00, 0.05, 0.02, 0.05, 0.04, 0.02, 0.01, 0.00, 0.00, 0.00, 0.00, 0.00, 0.00, 0.02], "multiplicity": 3, "charge": -1, "relative_energy_kj_mol": 236.61, "homo_lumo_gap_ev": [5.935, 6.047], "e_lumo_ev": [2.43, 2.46]}